Record 1
11
Properties=species:S:1:pos:R:3 method="wB97M-V/def2-TZVPD" charge=-1 homo_energy_ev=-2.15 molar_mass_g_mol=79.14 spin_multiplicity=1 gap_ev=5.621 energy_ev=-15069.1018 de_lowest_kj_mol=222.3
C -1.72743 0.35626 -0.89776
S -2.84776 -0.90310 -0.10610
H -0.93748 0.46386 -0.14416
H -2.21840 1.32383 -0.92981
H -1.24430 -0.06062 -1.76726
H -2.29256 -0.88434 1.08534
C 2.25922 -0.09359 0.54181
O 1.20846 0.22069 -0.24764
H 3.21798 -0.06004 -0.04193
H 2.05208 -1.01668 1.13620
H 2.53020 0.65373 1.37131

***

Record 2
12
Properties=species:S:1:pos:R:3 method="wB97M-V/def2-TZVPD" homo_energy_ev=-7.50 molar_mass_g_mol=99.09 spin_multiplicity=1 gap_ev=7.774 energy_ev=-9704.6332 de_lowest_kj_mol=574.1
N -0.88662 -1.52506 1.34077
C -0.93753 0.70083 0.77811
C -0.60663 1.66961 -0.10796
N 0.34088 1.18397 -1.01334
C 0.59427 -0.09159 -0.67610
O 1.57461 -0.70179 -1.37532
N -0.18242 -0.41483 0.40143
H -0.65913 -2.51188 1.57637
H -0.62884 -1.03515 2.18658
H -1.01345 2.66635 -0.19220
H 0.75924 1.68516 -1.79342
H 1.64561 -1.62561 -1.12493

***

Record 3
9
Properties=species:S:1:pos:R:3 method="wB97M-V/def2-TZVPD" smiles="S/N=C/NS" homo_energy_ev=-8.47 molar_mass_g_mol=108.19 spin_multiplicity=1 gap_ev=9.225 energy_ev=-25751.2913 de_lowest_kj_mol=115.6
S 1.79939 -1.84662 0.79072
N 0.62709 -1.07238 -0.20977
C 0.32980 0.10226 0.10838
N -0.52567 0.81050 -0.74611
S -1.24469 2.25132 -0.23103
H 1.56875 -3.05320 0.21174
H 0.57212 0.65429 1.03393
H -0.87193 0.30604 -1.50420
H -2.25486 1.84778 0.54634

***

Record 4
12
Properties=species:S:1:pos:R:3 method="wB97M-V/def2-TZVPD" smiles="C=C.CO" homo_energy_ev=-10.21 molar_mass_g_mol=60.10 spin_multiplicity=1 gap_ev=11.096 energy_ev=-5285.8111 de_lowest_kj_mol=225.7
C 2.84395 -0.09081 0.20333
C 1.69937 0.03223 -0.27151
H 3.36489 0.95148 0.54209
H 3.21779 -1.06471 0.35744
H 1.35349 1.06135 -0.61974
H 1.11388 -0.79675 -0.68200
C -2.45503 -0.35046 0.06900
O -1.32428 0.53150 0.02825
H -2.13475 -1.16468 -0.56423
H -2.67945 -0.76484 1.06633
H -3.31697 0.20005 -0.41695
H -1.68289 1.45564 0.28800

***

Record 5
89
Properties=species:S:1:pos:R:3 method="wB97M-V/def2-TZVPD" charge=-1 homo_energy_ev=-1.99 molar_mass_g_mol=767.70 spin_multiplicity=1 gap_ev=3.832 energy_ev=-64168.3831 de_lowest_kj_mol=0.0
O -0.35457 0.90497 3.94773
C -0.62374 1.60893 3.06336
O -1.40773 1.22984 2.07095
C -2.39422 2.22615 1.70703
C -3.43527 2.57460 2.79017
N -4.71152 1.91444 2.67548
I -4.54149 -0.08769 3.18635
H -0.14031 2.59465 3.00977
H -2.92743 1.81923 0.86200
H -1.90449 3.13811 1.33426
H -3.63986 3.64440 2.68759
H -3.02771 2.42365 3.80853
N -2.82964 0.53278 -1.54445
C -1.61137 0.29679 -2.02319
C -1.36579 -0.32099 -3.24125
C -2.45188 -0.71830 -4.00294
C -3.72949 -0.48307 -3.51927
C -3.86186 0.14482 -2.28809
H -0.79289 0.62194 -1.38881
H -0.35256 -0.48545 -3.58306
H -2.30389 -1.20554 -4.95960
H -4.60517 -0.77956 -4.08146
H -4.84088 0.35103 -1.86794
N -7.36947 -2.44646 1.59909
C -8.36253 -2.78503 2.41558
C -8.69852 -4.09571 2.72526
C -7.95665 -5.11277 2.14771
C -6.91691 -4.77992 1.29480
C -6.66590 -3.43543 1.05718
H -8.91451 -1.95302 2.84211
H -9.51512 -4.31328 3.40060
H -8.18447 -6.15035 2.36151
H -6.31129 -5.54338 0.82443
H -5.85851 -3.12616 0.40154
N 1.34469 -0.31267 -5.66266
C 2.62544 -0.43758 -5.31911
C 3.62799 0.40609 -5.76898
C 3.28430 1.43570 -6.62898
C 1.95886 1.58232 -7.00122
C 1.03185 0.68601 -6.48837
H 2.84961 -1.25859 -4.64617
H 4.65246 0.25983 -5.45317
H 4.04086 2.11622 -7.00176
H 1.64857 2.37365 -7.66952
H -0.01916 0.76530 -6.74533
N -11.15804 -4.35469 5.33701
C -12.02088 -5.15936 5.95487
C -13.35037 -4.83708 6.17903
C -13.80996 -3.60637 5.73970
C -12.92795 -2.75453 5.09702
C -11.61881 -3.17614 4.92040
H -11.61665 -6.11058 6.28474
H -14.00662 -5.53233 6.68491
H -14.84132 -3.31546 5.89626
H -13.24517 -1.78473 4.73922
H -10.89428 -2.54271 4.41957
N 5.39788 4.20158 -5.45071
C 6.16231 5.28425 -5.31219
C 6.77483 5.64756 -4.12222
C 6.57920 4.84373 -3.01038
C 5.78795 3.71545 -3.13427
C 5.22494 3.43997 -4.37002
H 6.28476 5.88598 -6.20679
H 7.38739 6.53749 -4.06901
H 7.03645 5.08871 -2.05991
H 5.61047 3.06236 -2.29084
H 4.60165 2.56580 -4.51483
N 8.67638 3.56530 -0.51787
C 9.89112 3.84340 -0.98932
C 10.95399 2.95456 -0.95016
C 10.74476 1.70508 -0.38765
C 9.48897 1.39569 0.10775
C 8.49621 2.35780 0.01652
H 10.01002 4.83286 -1.41902
H 11.91908 3.23483 -1.35030
H 11.54948 0.98214 -0.33725
H 9.27794 0.43350 0.55606
H 7.49733 2.15815 0.38957
N 7.82003 -1.06375 2.08192
C 6.88400 -0.53164 2.86791
C 6.35428 -1.17122 3.97738
C 6.82000 -2.43726 4.28840
C 7.79192 -3.00876 3.48354
C 8.25647 -2.28229 2.39884
H 6.54537 0.45922 2.58534
H 5.59628 -0.68941 4.57915
H 6.43057 -2.97152 5.14565
H 8.18151 -3.99598 3.69112
H 9.01872 -2.69007 1.74312

***

Record 6
21
Properties=species:S:1:pos:R:3 method="wB97M-V/def2-TZVPD" smiles="[H]/N=C/N1C[C@@](C)(O)[C@@H]1C" homo_energy_ev=-9.10 molar_mass_g_mol=128.17 spin_multiplicity=1 gap_ev=9.841 energy_ev=-11437.0311 de_lowest_kj_mol=737.1
H 4.20828 -0.40479 0.12395
N 3.05491 -0.56234 0.12426
C 2.30672 0.52762 -0.00372
N 0.90789 0.45521 -0.37509
C 0.61492 -0.83323 -0.36234
C -0.99535 -0.43296 0.08262
C -1.86900 -0.94985 -1.09894
O -1.73252 -0.91040 1.35503
C -0.36596 0.85207 0.43248
C -1.38761 1.95147 -0.16237
H 2.34720 1.60952 0.48944
H 0.99513 -1.40969 0.45176
H 0.72915 -1.29982 -1.47738
H -1.53400 -2.15209 -1.30348
H -2.92426 -0.63028 -1.04688
H -1.42611 -0.37209 -2.06698
H -0.97873 -1.26645 2.07924
H -0.48733 0.94265 1.48252
H -1.77006 1.35386 -1.28750
H -2.28236 2.19463 0.48460
H -0.57869 2.77689 -0.34013

***

Record 7
13
Properties=species:S:1:pos:R:3 method="wB97M-V/def2-TZVPD" smiles="C=CN=C=N.C#C" homo_energy_ev=-8.57 molar_mass_g_mol=94.12 spin_multiplicity=1 gap_ev=9.441 energy_ev=-8257.0846 de_lowest_kj_mol=508.8
C 2.14738 0.14767 -0.34614
C 1.03548 0.59741 0.18538
N 0.07945 -0.27245 0.51488
C -0.11977 -1.43959 0.43495
N -0.75695 -2.42316 0.30596
H 2.98011 0.93884 -0.59461
H 2.43662 -0.96653 -0.53021
H 0.52692 1.58920 0.20547
H -0.65986 -3.45983 0.31282
C -1.80869 1.87490 -0.39000
C -2.01948 0.85095 0.21579
H -1.21707 2.45741 -1.02189
H -2.62411 0.10519 0.70760

***

Record 8
13
Properties=species:S:1:pos:R:3 method="wB97M-V/def2-TZVPD" smiles=OCCCO homo_energy_ev=-10.20 molar_mass_g_mol=76.09 spin_multiplicity=1 gap_ev=11.004 energy_ev=-7335.1293 de_lowest_kj_mol=88.9
O 1.54731 -0.63273 0.21927
C 1.02210 0.69285 0.24802
C -0.51918 0.73400 0.29214
C -1.11513 -0.58843 -0.18700
O -0.64506 -0.95631 -1.46060
H 1.14555 -1.12267 0.94793
H 1.39663 1.14947 -0.67048
H 1.45747 1.23923 1.09390
H -0.88392 1.55062 -0.34182
H -0.87713 0.93934 1.30895
H -0.90064 -1.37180 0.56261
H -2.20392 -0.51368 -0.25098
H 0.30994 -1.09327 -1.35036